Density functional theory data (the ωB97M-V functional and the def2-TZVPD basis) for C25H33FeO2Te as an isolated structure.

Structure (ORCA input):
```
! wB97M-V def2-TZVPD RIJCOSX def2/J DEFGRID3
* xyz -1 5
O -0.35 -5.42 -0.01
C 0.92 -6.13 0.21
C 0.34 -7.48 -0.17
H 1.24 -6.05 1.25
H 1.70 -5.77 -0.47
C -0.99 -6.68 -0.35
H 0.31 -8.22 0.63
H 0.72 -7.91 -1.10
C -2.03 -7.08 0.67
H -1.58 -7.11 1.68
H -2.42 -8.08 0.43
H -2.87 -6.38 0.66
C -1.53 -6.71 -1.77
H -0.76 -6.45 -2.51
H -2.39 -6.04 -1.87
H -1.88 -7.74 -1.98
Fe -0.29 2.70 -0.35
C -0.18 3.63 -2.18
C 1.03 3.75 -1.42
C 1.54 2.40 -1.19
H 1.54 4.67 -1.18
C 0.63 1.48 -1.82
C -0.42 2.24 -2.43
H -1.16 1.82 -3.10
H -0.75 4.48 -2.56
H 2.53 2.15 -0.84
H 0.82 0.42 -1.98
C -1.72 3.94 0.40
C -2.32 3.13 -0.61
C -2.13 1.74 -0.26
H -2.89 3.51 -1.45
C -1.44 1.69 0.99
C -1.23 3.06 1.44
H -1.04 3.35 2.47
H -1.74 5.03 0.46
H -2.54 0.87 -0.76
H -1.26 0.82 1.59
O 0.22 -0.58 0.55
C -0.48 -1.52 -0.30
C 0.43 -2.72 -0.47
H -0.76 -1.06 -1.26
H -1.42 -1.79 0.21
C 1.44 -2.61 0.66
H 0.93 -2.65 -1.44
H -0.15 -3.63 -0.41
C 1.53 -1.10 0.82
H 2.40 -3.07 0.43
H 1.01 -3.05 1.56
H 2.23 -0.68 0.08
H 1.85 -0.76 1.81
Te 1.38 3.01 1.44
C 1.36 5.17 1.52
C 2.31 5.88 0.78
C 2.21 7.27 0.67
C 1.18 7.95 1.34
C 0.28 7.24 2.14
C 0.37 5.84 2.24
H 3.10 5.33 0.26
H 2.92 7.83 0.06
H 1.08 9.03 1.23
H -0.51 7.77 2.68
H -0.32 5.28 2.87
*
```

Output
Lowest unoccupied orbital energy (alpha / beta), Ha: 0.068 / 0.054
E_HOMO (alpha / beta), eV: 0.8 / -5.4
E, Eh: -2654.3161
HOMO-LUMO gap (alpha / beta), eV: 1.025 / 6.827

Löwdin charges, unit e, in atom order: number 1, O, carries -0.13; number 2, C, carries -0.17; number 3, C, carries -0.10; number 4, H, carries 0.11; number 5, H, carries 0.11; number 6, C, carries -0.58; number 7, H, carries 0.10; number 8, H, carries 0.10; number 9, C, carries -0.05; number 10, H, carries 0.09; number 11, H, carries 0.09; number 12, H, carries 0.08; number 13, C, carries -0.05; number 14, H, carries 0.09; number 15, H, carries 0.08; number 16, H, carries 0.09; number 17, Fe, carries 0.00; number 18, C, carries -0.14; number 19, C, carries -0.23; number 20, C, carries -0.32; number 21, H, carries 0.08; number 22, C, carries -0.12; number 23, C, carries -0.15; number 24, H, carries 0.11; number 25, H, carries 0.12; number 26, H, carries 0.07; number 27, H, carries 0.11; number 28, C, carries -0.15; number 29, C, carries -0.15; number 30, C, carries -0.13; number 31, H, carries 0.12; number 32, C, carries -0.19; number 33, C, carries -0.36; number 34, H, carries 0.07; number 35, H, carries 0.12; number 36, H, carries 0.12; number 37, H, carries 0.11; number 38, O, carries -0.21; number 39, C, carries -0.21; number 40, C, carries -0.19; number 41, H, carries 0.10; number 42, H, carries 0.12; number 43, C, carries -0.21; number 44, H, carries 0.11; number 45, H, carries 0.07; number 46, C, carries -0.21; number 47, H, carries 0.09; number 48, H, carries 0.11; number 49, H, carries 0.11; number 50, H, carries 0.11; number 51, Te, carries 0.94; number 52, C, carries -0.50; number 53, C, carries -0.17; number 54, C, carries -0.10; number 55, C, carries -0.11; number 56, C, carries -0.10; number 57, C, carries -0.15; number 58, H, carries 0.09; number 59, H, carries 0.10; number 60, H, carries 0.09; number 61, H, carries 0.10; number 62, H, carries 0.09



Density functional theory data (the ωB97M-V functional and the def2-TZVPD basis) for C25H33I2O2P2PtSi as an isolated structure.

Structure (ORCA input):
```
! wB97M-V def2-TZVPD RIJCOSX def2/J DEFGRID3
* xyz 3 5
I 0.25 -2.36 0.84
I -0.49 2.42 -1.16
Pt -0.04 0.18 0.18
P -0.25 0.82 2.38
C -1.75 0.16 3.14
C 1.12 0.27 3.39
H 0.98 0.71 4.38
H -0.49 2.85 3.58
H 2.06 0.64 2.95
H 0.57 3.06 2.13
H -1.93 -0.88 2.84
H 1.13 -0.82 3.44
C -0.36 2.61 2.51
H -1.62 0.23 4.23
H -1.21 2.98 1.92
H -2.59 0.79 2.81
P 1.11 -0.47 -1.89
C -0.01 -1.34 -3.05
C 1.85 0.84 -2.95
H 3.25 -1.18 -0.99
H 3.02 -1.77 -2.67
H 2.18 -2.58 -1.30
C 2.53 -1.62 -1.69
H 2.53 1.45 -2.34
H 2.42 0.40 -3.78
H 0.53 -1.58 -3.97
H -0.87 -0.69 -3.28
H 1.06 1.49 -3.33
H -0.38 -2.26 -2.58
C -1.94 -0.30 -0.27
O -2.25 -1.14 -1.09
O -2.95 0.43 0.36
Si -4.51 0.46 -0.34
C -5.27 -1.22 -0.27
C -6.46 -1.37 -0.99
C -7.18 -2.57 -0.91
C -6.71 -3.61 -0.08
C -5.53 -3.44 0.65
C -4.80 -2.24 0.56
C -5.51 1.48 0.82
C -6.16 2.66 0.42
C -7.01 3.32 1.31
C -7.21 2.82 2.61
C -6.54 1.68 3.02
C -5.67 1.02 2.14
C -4.35 1.02 -2.09
C -4.28 2.38 -2.44
C -4.22 2.74 -3.79
C -4.14 1.75 -4.79
C -4.12 0.40 -4.43
C -4.23 0.04 -3.08
H -6.84 -0.56 -1.61
H -8.08 -2.69 -1.49
H -7.27 -4.54 -0.02
H -5.15 -4.23 1.29
H -3.88 -2.13 1.11
H -6.01 3.06 -0.58
H -7.53 4.23 0.97
H -7.91 3.33 3.28
H -6.67 1.25 4.03
H -5.13 0.14 2.49
H -4.25 3.14 -1.67
H -4.22 3.79 -4.05
H -4.08 2.05 -5.84
H -4.02 -0.39 -5.18
H -4.20 -1.02 -2.81
*
```

Output
Lowest unoccupied orbital energy (alpha / beta), Ha: -0.390 / -0.469
Energy relative to the best compared isomer or geometry (same formula, charge and spin), kcal/mol: 0.0
E_HOMO (alpha / beta), eV: -15.9 / -16.3
E, Eh: -2808.8378
HOMO-LUMO gap (alpha / beta), eV: 5.324 / 3.559

Löwdin charges, unit e, in atom order: number 1, I, carries 0.86; number 2, I, carries 0.87; number 3, Pt, carries 0.35; number 4, P, carries 0.59; number 5, C, carries -0.22; number 6, C, carries -0.24; number 7, H, carries 0.08; number 8, H, carries 0.08; number 9, H, carries 0.07; number 10, H, carries 0.06; number 11, H, carries 0.04; number 12, H, carries 0.03; number 13, C, carries -0.25; number 14, H, carries 0.08; number 15, H, carries 0.04; number 16, H, carries 0.05; number 17, P, carries 0.62; number 18, C, carries -0.23; number 19, C, carries -0.29; number 20, H, carries 0.07; number 21, H, carries 0.08; number 22, H, carries 0.00; number 23, C, carries -0.26; number 24, H, carries 0.06; number 25, H, carries 0.08; number 26, H, carries 0.08; number 27, H, carries 0.05; number 28, H, carries 0.00; number 29, H, carries 0.05; number 30, C, carries -0.82; number 31, O, carries -0.05; number 32, O, carries -0.22; number 33, Si, carries 0.63; number 34, C, carries -0.17; number 35, C, carries 0.00; number 36, C, carries 0.02; number 37, C, carries 0.05; number 38, C, carries 0.02; number 39, C, carries -0.02; number 40, C, carries -0.22; number 41, C, carries -0.06; number 42, C, carries -0.03; number 43, C, carries -0.02; number 44, C, carries -0.05; number 45, C, carries -0.08; number 46, C, carries -0.25; number 47, C, carries -0.11; number 48, C, carries -0.05; number 49, C, carries -0.04; number 50, C, carries -0.05; number 51, C, carries -0.11; number 52, H, carries 0.14; number 53, H, carries 0.13; number 54, H, carries 0.15; number 55, H, carries 0.13; number 56, H, carries 0.11; number 57, H, carries 0.09; number 58, H, carries 0.13; number 59, H, carries 0.13; number 60, H, carries 0.12; number 61, H, carries 0.10; number 62, H, carries 0.10; number 63, H, carries 0.12; number 64, H, carries 0.12; number 65, H, carries 0.12; number 66, H, carries 0.11



Density functional theory data (the ωB97M-V functional and the def2-TZVPD basis) for C25H33IrO2S as an isolated structure.

Structure (ORCA input):
```
! wB97M-V def2-TZVPD RIJCOSX def2/J DEFGRID3
* xyz 1 6
O -0.18 -0.46 -3.96
C -0.05 0.87 -4.53
C 0.05 0.39 -5.97
H 0.87 1.38 -4.22
H -0.95 1.46 -4.28
C 0.01 -1.00 -5.31
H 0.99 0.66 -6.44
H -0.84 0.64 -6.56
C 1.32 -1.74 -5.45
H 2.15 -1.10 -5.16
H 1.47 -2.04 -6.49
H 1.30 -2.65 -4.83
C -1.17 -1.85 -5.74
H -2.11 -1.32 -5.60
H -1.17 -2.77 -5.15
H -1.07 -2.11 -6.80
Ir -0.55 -0.72 1.94
C -2.31 -1.25 3.06
C -2.19 0.13 3.37
C -2.24 0.88 2.16
H -2.05 0.54 4.37
C -2.50 -0.02 1.09
C -2.51 -1.35 1.62
H -2.72 -2.26 1.06
H -2.24 -2.08 3.75
H -2.09 1.95 2.04
H -2.68 0.24 0.05
C 0.98 -2.13 3.10
C 0.00 -2.70 2.22
C 0.32 -2.26 0.87
H -0.80 -3.39 2.48
C 1.54 -1.50 0.96
C 1.92 -1.41 2.32
H 2.80 -0.89 2.67
H 1.01 -2.26 4.18
H -0.19 -2.57 -0.03
H 2.12 -1.13 0.12
O 1.64 0.63 -2.35
C 0.51 0.01 -1.67
C -0.65 0.99 -1.63
H 0.85 -0.10 -0.63
H 0.26 -0.97 -2.07
C 0.05 2.35 -1.79
H -1.08 0.93 -0.63
H -1.42 0.78 -2.37
C 1.54 2.01 -1.87
H -0.16 2.98 -0.92
H -0.27 2.87 -2.70
H 1.96 2.05 -0.84
H 2.09 2.67 -2.56
S 0.67 1.23 2.33
C 0.71 1.42 4.08
C 1.60 0.67 4.88
C 1.55 0.78 6.27
C 0.67 1.68 6.88
C -0.18 2.46 6.10
C -0.16 2.34 4.71
H 2.33 0.03 4.40
H 2.21 0.15 6.86
H 0.65 1.77 7.96
H -0.85 3.19 6.56
H -0.80 2.94 4.07
*
```

Output
Lowest unoccupied orbital energy (alpha / beta), Ha: -0.078 / -0.228
Energy relative to the best compared isomer or geometry (same formula, charge and spin), kcal/mol: 29.3
E_HOMO (alpha / beta), eV: -9.1 / -11.6
E, Eh: -1624.8307
HOMO-LUMO gap (alpha / beta), eV: 6.989 / 5.364

Löwdin charges, unit e, in atom order: number 1, O, carries -0.14; number 2, C, carries -0.16; number 3, C, carries -0.06; number 4, H, carries 0.11; number 5, H, carries 0.12; number 6, C, carries -0.56; number 7, H, carries 0.12; number 8, H, carries 0.12; number 9, C, carries -0.02; number 10, H, carries 0.09; number 11, H, carries 0.10; number 12, H, carries 0.09; number 13, C, carries -0.02; number 14, H, carries 0.09; number 15, H, carries 0.09; number 16, H, carries 0.10; number 17, Ir, carries 1.21; number 18, C, carries -0.21; number 19, C, carries -0.15; number 20, C, carries -0.21; number 21, H, carries 0.11; number 22, C, carries -0.16; number 23, C, carries -0.23; number 24, H, carries 0.13; number 25, H, carries 0.12; number 26, H, carries 0.11; number 27, H, carries 0.11; number 28, C, carries -0.13; number 29, C, carries -0.24; number 30, C, carries -0.22; number 31, H, carries 0.12; number 32, C, carries -0.16; number 33, C, carries -0.18; number 34, H, carries 0.11; number 35, H, carries 0.12; number 36, H, carries 0.12; number 37, H, carries 0.12; number 38, O, carries -0.15; number 39, C, carries -0.22; number 40, C, carries -0.16; number 41, H, carries 0.05; number 42, H, carries 0.13; number 43, C, carries -0.15; number 44, H, carries 0.05; number 45, H, carries 0.11; number 46, C, carries -0.16; number 47, H, carries 0.11; number 48, H, carries 0.10; number 49, H, carries 0.11; number 50, H, carries 0.13; number 51, S, carries 0.90; number 52, C, carries -0.58; number 53, C, carries -0.10; number 54, C, carries -0.06; number 55, C, carries -0.06; number 56, C, carries -0.06; number 57, C, carries -0.12; number 58, H, carries 0.09; number 59, H, carries 0.12; number 60, H, carries 0.12; number 61, H, carries 0.12; number 62, H, carries 0.11